{
  "formula": "C4H9NO2",
  "method": "wB97M-V/def2-TZVPD",
  "homo_energy_ev": -9.09,
  "e_above_lowest_ev": 2.413,
  "smiles": "CN[C@H](C=O)CO",
  "elements": ["H", "H", "C", "H", "C", "N", "H", "H", "H", "H", "H", "C", "O", "O", "H", "C"],
  "xyz": [[-0.543978, 2.536330, -0.334912], [0.419290, -0.208918, 2.039975], [-0.103013, -0.662086, 1.193026], [-1.130837, -0.304945, 1.144339], [-0.515453, -0.580728, -1.195541], [1.075825, 1.075013, -0.187006], [-0.207595, 1.768420, 1.286809], [0.853889, 2.964520, 0.603456], [0.653967, -2.447194, 1.069458], [1.373668, -1.038021, -0.321691], [-0.986775, -1.574966, -1.214456], [0.581136, -0.303323, -0.121873], [-0.173543, -2.074308, 1.387636], [-1.060268, 0.313581, -1.793792], [1.136833, 1.198315, -1.195987], [0.205372, 2.126724, 0.346439]],
  "forces_ev_per_angstrom": [[-0.234, -0.509, 0.069], [-0.031, 0.190, -0.089], [0.189, -0.498, 0.221], [-0.061, 0.018, 0.369], [-0.709, 0.785, 0.994], [-0.128, -1.030, -0.874], [-0.357, 0.265, -0.096], [0.018, 0.070, 0.097], [0.045, -0.118, 0.147], [0.296, 0.329, 0.209], [0.409, -0.413, -0.090], [-0.886, -0.007, -0.830], [-0.099, 0.236, -0.293], [0.531, -0.089, -0.355], [0.381, 0.557, 0.185], [0.636, 0.214, 0.337]],
  "nbo_charge": [0.1980, 0.1833, -0.0733, 0.1865, 0.4119, -0.6088, 0.1903, 0.1978, 0.4619, 0.1924, 0.1261, -0.1673, -0.7097, -0.5288, 0.3631, -0.4233]
}

{
  "formula": "C4H9NO2",
  "method": "wB97M-V/def2-TZVPD",
  "homo_energy_ev": -9.42,
  "e_above_lowest_ev": 0.604,
  "smiles": "NC(=O)CCCO",
  "elements": ["H", "C", "O", "C", "H", "C", "H", "H", "C", "H", "H", "O", "N", "H", "H", "H"],
  "xyz": [[-1.102356, -1.496308, -0.285964], [0.764454, 0.302313, -1.056979], [-0.840033, -0.795441, 1.658281], [0.071919, 1.631808, -0.759083], [-1.737044, -1.105262, 1.835140], [-0.341222, -1.482577, 0.508144], [-0.107888, -2.524151, 0.774378], [-1.228725, 2.564111, 0.459941], [0.925576, -0.783429, 0.016559], [0.238261, -0.120986, -1.923724], [-0.892423, 0.914882, 0.941928], [0.293326, 2.602966, -1.466056], [-0.832471, 1.658787, 0.252693], [1.572194, -1.552677, -0.423088], [1.755348, 0.584026, -1.426048], [1.461080, -0.398062, 0.893879]],
  "forces_ev_per_angstrom": [[0.118, -0.006, 0.102], [0.069, 0.010, -0.068], [-0.275, -0.105, 0.103], [0.014, 0.033, -0.128], [0.168, 0.012, 0.045], [0.148, -0.158, -0.275], [-0.071, 0.229, -0.003], [0.046, -0.142, -0.012], [0.011, -0.017, 0.020], [0.036, 0.072, 0.116], [0.021, 0.151, -0.163], [-0.058, -0.266, 0.200], [0.073, 0.143, 0.064], [-0.075, 0.117, 0.092], [-0.141, -0.035, 0.029], [-0.084, -0.038, -0.121]],
  "nbo_charge": [0.1680, -0.5025, -0.7367, 0.6720, 0.4792, -0.0710, 0.1731, 0.3976, -0.4316, 0.2252, 0.4188, -0.6294, -0.8441, 0.2199, 0.2401, 0.2213]
}

Please write out number 1 again, unchanged.
{
  "formula": "C4H9NO2",
  "method": "wB97M-V/def2-TZVPD",
  "homo_energy_ev": -9.09,
  "e_above_lowest_ev": 2.413,
  "smiles": "CN[C@H](C=O)CO",
  "elements": ["H", "H", "C", "H", "C", "N", "H", "H", "H", "H", "H", "C", "O", "O", "H", "C"],
  "xyz": [[-0.543978, 2.536330, -0.334912], [0.419290, -0.208918, 2.039975], [-0.103013, -0.662086, 1.193026], [-1.130837, -0.304945, 1.144339], [-0.515453, -0.580728, -1.195541], [1.075825, 1.075013, -0.187006], [-0.207595, 1.768420, 1.286809], [0.853889, 2.964520, 0.603456], [0.653967, -2.447194, 1.069458], [1.373668, -1.038021, -0.321691], [-0.986775, -1.574966, -1.214456], [0.581136, -0.303323, -0.121873], [-0.173543, -2.074308, 1.387636], [-1.060268, 0.313581, -1.793792], [1.136833, 1.198315, -1.195987], [0.205372, 2.126724, 0.346439]],
  "forces_ev_per_angstrom": [[-0.234, -0.509, 0.069], [-0.031, 0.190, -0.089], [0.189, -0.498, 0.221], [-0.061, 0.018, 0.369], [-0.709, 0.785, 0.994], [-0.128, -1.030, -0.874], [-0.357, 0.265, -0.096], [0.018, 0.070, 0.097], [0.045, -0.118, 0.147], [0.296, 0.329, 0.209], [0.409, -0.413, -0.090], [-0.886, -0.007, -0.830], [-0.099, 0.236, -0.293], [0.531, -0.089, -0.355], [0.381, 0.557, 0.185], [0.636, 0.214, 0.337]],
  "nbo_charge": [0.1980, 0.1833, -0.0733, 0.1865, 0.4119, -0.6088, 0.1903, 0.1978, 0.4619, 0.1924, 0.1261, -0.1673, -0.7097, -0.5288, 0.3631, -0.4233]
}

Q: Number 1 is which compound?
A: C4H9NO2